Density functional theory data (ωB97M-V/def2-TZVPD) for a 12-piece molecular cluster, C24H72O24 overall in a non-equilibrium geometry.

As for the SMILES: OCCO.OCCO.OCCO.OCCO.OCCO.OCCO.OCCO.OCCO.OCCO.OCCO.OCCO.OCCO. The molar mass comes out at 744.82 g/mol. The calculated total energy comes out at -75190.7242 eV.

The geometry in ORCA input format:
```
! RIJCOSX wB97M-V def2-TZVPD def2/J DEFGRID3
* xyz 0 1
O -1.396 4.439 -1.355
C -1.146 3.925 -2.689
C -0.537 2.541 -2.578
O -1.498 1.525 -2.344
H -1.299 5.394 -1.386
H -2.114 3.864 -3.198
H -0.490 4.624 -3.209
H 0.179 2.453 -1.764
H -0.017 2.371 -3.532
H -2.042 1.358 -3.121
O 1.561 -0.518 0.589
C 0.269 -0.207 0.062
C -0.762 -0.270 1.175
O -2.047 -0.021 0.670
H 2.076 -1.009 -0.061
H 0.302 0.828 -0.309
H 0.051 -0.847 -0.796
H -0.442 0.432 1.955
H -0.740 -1.256 1.648
H -2.095 0.892 0.352
O 1.488 0.335 5.289
C 1.524 -0.460 4.098
C 2.679 -1.430 4.124
O 2.584 -2.408 5.150
H 2.332 0.798 5.322
H 0.582 -1.008 4.040
H 1.604 0.207 3.237
H 3.603 -0.849 4.287
H 2.876 -1.915 3.163
H 1.828 -2.237 5.719
O 2.073 -0.455 -2.825
C 1.085 -0.884 -3.768
C 1.405 -2.243 -4.360
O 1.681 -3.180 -3.294
H 2.856 -1.035 -2.876
H 0.150 -0.982 -3.213
H 1.051 -0.184 -4.605
H 2.273 -2.201 -5.022
H 0.549 -2.656 -4.894
H 1.766 -4.065 -3.658
O -1.814 2.473 2.510
C -2.432 3.646 2.018
C -3.501 3.398 0.965
O -3.079 2.555 -0.080
H -2.393 2.065 3.161
H -2.817 4.248 2.850
H -1.645 4.266 1.576
H -3.870 4.376 0.630
H -4.365 2.941 1.462
H -2.398 3.078 -0.538
O -0.258 -5.760 0.967
C -0.486 -4.358 1.040
C -0.770 -3.805 -0.353
O -1.976 -4.327 -0.887
H -1.055 -6.238 0.725
H -1.284 -4.133 1.752
H 0.444 -3.924 1.411
H 0.129 -4.036 -0.935
H -0.847 -2.717 -0.316
H -1.754 -5.173 -1.288
O 3.637 1.620 -4.461
C 3.408 2.806 -3.712
C 3.713 2.675 -2.232
O 2.708 1.980 -1.510
H 3.276 0.878 -3.958
H 4.060 3.590 -4.101
H 2.363 3.114 -3.837
H 3.850 3.653 -1.773
H 4.679 2.158 -2.142
H 2.471 1.160 -1.965
O 3.361 -4.994 4.261
C 2.414 -5.220 3.234
C 3.043 -5.087 1.870
O 3.405 -3.727 1.694
H 3.223 -4.080 4.545
H 1.935 -6.195 3.344
H 1.633 -4.454 3.289
H 2.292 -5.389 1.127
H 3.874 -5.787 1.729
H 3.366 -3.510 0.755
O -4.513 1.273 -2.297
C -5.045 2.558 -2.618
C -6.403 2.733 -1.987
O -7.433 2.021 -2.681
H -3.832 1.389 -1.622
H -4.393 3.352 -2.240
H -5.084 2.597 -3.709
H -6.745 3.771 -1.992
H -6.357 2.373 -0.956
H -7.534 1.150 -2.287
O 2.995 2.974 2.978
C 1.856 2.479 2.269
C 1.196 3.579 1.442
O 1.983 3.928 0.327
H 2.678 3.418 3.767
H 2.157 1.664 1.611
H 1.136 2.097 3.002
H 0.983 4.430 2.092
H 0.211 3.226 1.104
H 2.161 3.119 -0.181
O -6.270 -0.116 3.876
C -5.195 -0.084 2.939
C -5.650 0.037 1.519
O -6.433 -1.050 1.063
H -6.795 0.682 3.743
H -4.464 0.710 3.148
H -4.647 -1.010 3.124
H -4.788 0.161 0.856
H -6.209 0.974 1.343
H -6.902 -1.413 1.823
O 4.523 -1.601 -3.340
C 5.088 -1.334 -2.031
C 4.718 -2.446 -1.051
O 3.344 -2.693 -0.928
H 4.980 -2.357 -3.722
H 6.167 -1.243 -2.189
H 4.788 -0.330 -1.724
H 5.177 -2.218 -0.088
H 5.251 -3.328 -1.442
H 2.955 -2.910 -1.796
*
```

***

Density functional theory data (ωB97M-V/def2-TZVPD) for a 12-piece molecular cluster, C24H72O24 overall in a non-equilibrium geometry.

As for the SMILES: OCCO.OCCO.OCCO.OCCO.OCCO.OCCO.OCCO.OCCO.OCCO.OCCO.OCCO.OCCO. The molar mass comes out at 744.82 g/mol. The calculated total energy comes out at -75190.2049 eV.

The geometry in ORCA input format:
```
! RIJCOSX wB97M-V def2-TZVPD def2/J DEFGRID3
* xyz 0 1
O -11.795 22.952 -2.597
C -12.270 21.923 -1.707
C -11.313 21.548 -0.590
O -10.305 20.651 -0.915
H -11.973 22.484 -3.467
H -13.239 22.139 -1.263
H -12.442 20.996 -2.277
H -11.784 21.074 0.290
H -10.869 22.509 -0.243
H -9.715 20.974 -1.606
O -8.890 25.395 -2.546
C -8.068 24.641 -3.478
C -7.908 23.189 -2.957
O -9.170 22.484 -2.913
H -9.382 26.049 -3.036
H -8.425 24.691 -4.517
H -7.091 25.142 -3.485
H -7.292 23.188 -2.023
H -7.291 22.687 -3.700
H -9.907 23.035 -2.567
O -7.289 15.192 -1.199
C -8.448 15.907 -0.626
C -7.891 16.420 0.702
O -6.581 16.945 0.502
H -7.282 15.360 -2.151
H -8.802 16.679 -1.342
H -9.276 15.219 -0.507
H -7.796 15.534 1.388
H -8.470 17.241 1.154
H -6.276 16.229 -0.120
O -8.549 25.158 2.596
C -9.265 24.837 1.371
C -9.445 26.015 0.462
O -8.192 26.533 -0.008
H -7.703 25.487 2.278
H -8.846 23.984 0.900
H -10.283 24.531 1.697
H -9.914 26.870 0.957
H -10.040 25.802 -0.434
H -8.100 26.485 -0.973
O -5.294 24.042 4.852
C -5.313 24.639 3.552
C -4.164 24.267 2.767
O -4.238 22.932 2.286
H -6.156 24.245 5.289
H -6.100 24.200 2.970
H -5.467 25.681 3.664
H -3.272 24.410 3.396
H -4.145 24.991 1.946
H -4.052 22.850 1.345
O -8.628 18.097 4.738
C -7.434 17.272 4.440
C -7.830 15.946 5.001
O -8.513 16.083 6.217
H -8.524 18.941 4.304
H -7.318 17.307 3.370
H -6.531 17.648 4.971
H -6.984 15.276 5.082
H -8.430 15.441 4.208
H -9.184 16.761 5.999
O -11.368 20.592 2.409
C -11.332 19.213 2.872
C -10.520 18.341 1.986
O -11.017 18.038 0.718
H -10.730 21.022 3.007
H -10.791 19.291 3.835
H -12.347 18.817 3.018
H -10.405 17.383 2.516
H -9.522 18.871 1.908
H -11.013 18.885 0.308
O -8.158 24.504 5.524
C -8.866 23.438 6.217
C -9.249 22.235 5.351
O -9.910 22.683 4.125
H -8.837 24.870 4.910
H -8.217 23.170 7.045
H -9.784 23.838 6.681
H -10.006 21.601 5.879
H -8.351 21.632 5.163
H -9.212 22.977 3.600
O -3.167 21.286 5.343
C -4.224 20.469 6.007
C -5.597 20.954 5.593
O -5.668 21.069 4.184
H -2.935 22.003 5.962
H -3.998 19.467 5.599
H -4.136 20.558 7.083
H -5.897 21.935 5.995
H -6.429 20.261 5.903
H -4.907 21.551 3.777
O -6.038 19.406 -3.635
C -7.300 18.925 -3.030
C -7.742 17.741 -3.889
O -6.796 16.675 -3.821
H -5.479 19.903 -2.996
H -7.180 18.641 -1.963
H -8.052 19.758 -3.089
H -7.767 18.244 -4.853
H -8.770 17.511 -3.638
H -5.919 17.071 -3.825
O -6.047 19.830 0.934
C -7.394 20.229 0.737
C -7.833 21.076 1.893
O -7.908 20.353 3.103
H -6.131 18.869 0.832
H -7.492 20.770 -0.242
H -8.061 19.367 0.593
H -8.838 21.422 1.621
H -7.152 21.969 1.900
H -7.056 20.517 3.589
O -4.837 23.395 -0.378
C -4.343 22.973 -1.671
C -3.955 21.538 -1.689
O -5.024 20.672 -1.375
H -5.716 23.025 -0.220
H -5.099 23.135 -2.441
H -3.512 23.597 -1.869
H -3.069 21.307 -1.123
H -3.660 21.232 -2.748
H -5.220 20.486 -0.401
*
```